The following is a quantum chemistry calculation of a cluster of 7 separate species, C7H18F7O12P in total in a non-equilibrium geometry, from OMol25.

Geometry as ORCA input:
```
! wB97M-V def2-TZVPD RIJCOSX def2/J DEFGRID3
* xyz 0 1
O 0.379 -3.270 1.039
C -0.211 -2.959 -0.121
O -0.438 -3.954 -1.214
C -0.279 -3.068 -2.415
C -0.897 -1.580 -1.969
C -2.497 -1.818 -2.229
P -3.660 -0.570 -1.374
O -2.960 0.436 -0.377
O -4.555 0.343 -2.557
O -4.856 -1.455 -0.404
C -0.121 -0.426 -2.852
F -1.222 0.335 -3.557
F 0.685 -1.023 -3.982
C 0.694 0.687 -1.975
F 1.087 1.779 -2.943
F -0.187 1.381 -0.967
C 2.082 0.179 -1.281
F 1.942 -0.427 0.063
F 2.922 1.419 -1.081
F 2.911 -0.737 -2.094
O -0.732 -1.625 -0.509
H -0.748 -3.541 -3.384
H 0.903 -3.136 -2.555
H -2.763 -2.885 -1.796
H -2.777 -1.830 -3.373
H -4.044 1.218 -2.634
H -4.848 -1.108 0.539
O 2.546 4.167 -0.321
H 2.619 3.289 -0.724
H 2.167 3.993 0.553
O 0.838 2.798 1.353
H 0.577 2.511 2.241
H 0.516 2.091 0.774
O 1.138 -0.939 3.317
H 0.877 -1.226 4.205
H 0.816 -1.646 2.738
O 4.935 2.085 0.936
H 4.341 1.524 1.457
H 4.356 2.781 0.591
O 0.326 4.213 4.263
H 1.009 4.828 4.570
H 0.597 3.994 3.359
O -0.890 -2.113 5.317
H -0.812 -2.249 6.273
H -1.766 -2.466 5.101
*
```

Calculated values
E_tot in Ha: -2220.653252
HOMO level in eV: -10.85
Structure (SMILES): O=C1OC[C@](CP(=O)(O)O)(C(F)(F)C(F)(F)C(F)(F)F)O1.O.O.O.O.O.O
E_LUMO in hartree: -0.032